[1]
The following is a quantum chemistry calculation of C10H8N2 in the gas phase in a non-equilibrium geometry, from OMol25.

```
20
C10H8N2 ωB97M-V/def2-TZVPD
C -3.5642 -0.2555 -0.0176
C -2.8609 0.9603 0.2572
C -1.4754 1.0170 0.2780
C -0.7601 -0.1942 0.0002
C 0.6951 -0.1436 -0.0366
C 1.4659 1.0243 -0.3056
C 2.7974 0.9462 -0.3699
C 3.4320 -0.2573 0.0052
C 2.6258 -1.3943 0.3334
N 1.3012 -1.3295 0.3029
N -1.3371 -1.3369 -0.3097
C -2.6985 -1.3495 -0.4048
H -4.4364 -0.3306 0.1037
H -3.1939 1.8550 0.7921
H -0.8858 1.9612 0.7062
H 0.8789 1.7807 -0.8089
H 3.3396 1.9957 -0.4974
H 4.6174 -0.3825 -0.0248
H 3.3133 -2.2747 0.6244
H -3.2545 -2.2919 -0.6278
```

- relative energy (zero: lowest compared OMol25 entry of this formula, charge and spin) (eV) = 2.759
- F_max (eV/A) = 15.80
- gap between HOMO and LUMO (eV) = 8.94

Atom charges from the Löwdin analysis, given in e for atoms 1 to 6:
1 C 0.002
2 C -0.065
3 C -0.036
4 C -0.272
5 C -0.206
6 C -0.073


[2]
The following is a quantum chemistry calculation of a molecular structure, C10H8N2O5SeTi in a non-equilibrium geometry, from OMol25.

```
27
C10H8N2O5SeTi ωB97M-V/def2-TZVPD
O -5.3874 0.1342 -3.5745
C -4.5953 0.2060 -2.7579
Ti 0.0760 -0.4948 -1.2298
O -2.7340 -1.5629 0.3838
C -1.7195 -1.2636 -0.1071
C -0.7343 0.7656 -3.0394
O -1.0255 1.3875 -3.9843
C -1.0531 1.1861 -0.3797
O -1.8069 1.9639 0.0105
C -1.2476 -1.7743 -2.7200
O -1.7854 -2.4654 -3.4973
C 1.9211 2.1942 0.0853
N 1.8169 1.1036 1.0262
C 1.5557 1.2293 2.3814
C 1.1847 0.0047 2.8445
N 1.2218 -0.8767 1.7775
C 0.6216 -2.1873 1.7478
C 1.5761 -0.2001 0.6233
Se 2.2781 -1.0210 -0.9981
H 1.1266 2.9425 0.2200
H 1.8358 1.7994 -0.9352
H 2.8979 2.6838 0.1629
H 1.6530 2.1615 2.9364
H 0.9121 -0.2822 3.8576
H 1.2004 -2.8908 2.3528
H -0.4196 -2.1820 2.0955
H 0.6309 -2.5613 0.7178
```

- total charge = +3
- F_max (eV/A) = 7.20
- 2S+1 = 2
- gap between HOMO and LUMO (alpha / beta) (eV) = 6.87 / 7.19

Atom charges from the Löwdin analysis, given in e for atoms 1 to 6:
1 O 0.072
2 C 0.003
3 Ti 0.400
4 O 0.250
5 C -0.004
6 C 0.047


[3]
The following is a quantum chemistry calculation of C10H8N2OS in the gas phase in a non-equilibrium geometry, from OMol25.

```
22
C10H8N2OS ωB97M-V/def2-TZVPD
O 2.7347 -0.3726 -1.8658
C 2.9521 0.6435 -1.2824
N 2.3369 1.0642 -0.1983
C 1.4319 1.8600 0.1721
C 0.1732 2.3156 -0.2977
C -0.5798 1.1730 -0.8054
C -0.5034 0.2107 0.3847
C -1.0608 -1.1257 0.2216
N -1.0884 -1.9563 1.2861
C -1.5837 -3.1537 0.9252
C -2.0263 -3.2678 -0.4027
S -1.7358 -1.7760 -1.2276
C 0.1668 0.7000 1.4370
C 0.5532 2.1021 1.1992
H 3.8009 1.3070 -1.4461
H 0.0660 3.1749 -0.7642
H -1.6482 1.3548 -0.9217
H -0.2279 0.6655 -1.6815
H -1.8601 -3.8753 1.8048
H -2.5552 -3.9742 -0.8830
H 0.3325 0.1585 2.3216
H 0.3215 2.7719 2.0242
```

- relative energy (zero: lowest compared OMol25 entry of this formula, charge and spin) (eV) = 4.300
- F_max (eV/A) = 5.81
- gap between HOMO and LUMO (eV) = 8.34

Atom charges from the Löwdin analysis, given in e for atoms 1 to 6:
1 O 0.052
2 C -0.404
3 N 0.209
4 C -0.241
5 C -0.102
6 C -0.102


[4]
The following is a quantum chemistry calculation of C10H8N4 in the gas phase in a non-equilibrium geometry, from OMol25.

```
22
C10H8N4 ωB97M-V/def2-TZVPD
C -1.0610 1.1827 -1.6523
N -1.4114 1.4035 -0.3749
C -0.7745 0.6339 0.6592
C -1.5763 0.4669 1.7991
C -1.0861 -0.1134 2.9651
C 0.1591 -0.7375 2.9473
C 0.9214 -0.6939 1.8490
C 0.5129 -0.0205 0.6573
C 1.5967 0.0957 -0.4355
N 0.9732 -0.2596 -1.6984
N 1.5016 -1.2628 -2.4369
N 0.7631 -1.4035 -3.4211
C -0.3170 -0.4930 -3.2814
C -0.1956 0.1208 -2.1618
H -1.4868 1.8657 -2.3694
H -2.4894 0.9842 1.8652
H -1.5568 0.1320 3.9683
H 0.4796 -1.0741 3.9199
H 1.8202 -1.1896 1.7838
H 2.4249 -0.5086 -0.1940
H 1.9539 1.1679 -0.5093
H -1.1518 -0.2968 -3.8792
```

- relative energy (zero: lowest compared OMol25 entry of this formula, charge and spin) (eV) = 1.760
- F_max (eV/A) = 4.83
- gap between HOMO and LUMO (eV) = 8.88

Atom charges from the Löwdin analysis, given in e for atoms 1 to 6:
1 C -0.014
2 N 0.116
3 C -0.202
4 C -0.032
5 C -0.076
6 C -0.105


[5]
The following is a quantum chemistry calculation of a gas-phase ion, C10H8NO (charge +1) in a non-equilibrium geometry, from OMol25.

```
20
C10H8NO ωB97M-V/def2-TZVPD
C 2.9630 -0.2140 0.8900
C 1.7086 -0.1945 0.0609
C 1.6086 -0.8995 -1.1582
C 0.4413 -1.1618 -1.8051
C -0.7079 -0.4723 -1.3767
C -0.6254 0.2686 -0.0994
C -1.8165 0.8073 0.4569
C -3.2634 0.4267 0.2237
N -3.9515 1.1755 1.0437
C -3.1541 1.9037 1.7315
O -1.8751 1.7117 1.4660
C 0.6104 0.5409 0.5306
H 2.7482 -0.7772 1.8144
H 3.5340 -0.8991 0.3145
H 3.4236 0.7664 1.1064
H 2.4752 -1.3920 -1.4478
H 0.2482 -1.9790 -2.5677
H -1.5693 -0.6673 -1.9754
H -3.6269 -0.0729 -0.7115
H 0.8292 1.1289 1.5032
```

- relative energy (zero: lowest compared OMol25 entry of this formula, charge and spin) (eV) = 1.465
- total charge = +1
- F_max (eV/A) = 4.35
- gap between HOMO and LUMO (alpha / beta) (eV) = 6.70 / 6.11

Atom charges from the Löwdin analysis, given in e for atoms 1 to 6:
1 C -0.018
2 C -0.223
3 C 0.014
4 C -0.029
5 C 0.057
6 C -0.109


[6]
The following is a quantum chemistry calculation of C10H8O3 in the gas phase in a non-equilibrium geometry, from OMol25.

```
21
C10H8O3 ωB97M-V/def2-TZVPD
C 1.1221 -2.1763 0.2693
C 0.7006 -2.0192 1.4948
C 0.8014 -1.3554 -0.9120
C -0.3001 -1.0989 2.1125
C -0.2257 -0.5771 -1.0345
C -0.9945 -0.2791 1.3064
C 0.8885 2.1997 -1.0008
C 0.1761 1.6593 0.0339
C -1.2956 1.5931 -0.0376
C -1.2435 0.0109 -1.7696
O -1.6743 -0.5928 -2.7735
O -1.7909 1.0721 -1.1893
O -1.8528 0.6527 1.1528
H 2.0655 -2.6578 0.1657
H 1.1968 -2.6596 2.2892
H 1.6300 -1.1995 -1.5187
H -0.5874 -1.2213 3.1030
H 2.0066 2.2730 -0.8486
H 0.4327 2.5098 -1.8850
H 0.7474 1.3738 0.9921
H -1.8030 2.4926 0.0497
```

- relative energy (zero: lowest compared OMol25 entry of this formula, charge and spin) (eV) = 7.722
- F_max (eV/A) = 4.16
- gap between HOMO and LUMO (alpha / beta) (eV) = 7.66 / 7.66

Atom charges from the Löwdin analysis, given in e for atoms 1 to 6:
1 C -0.106
2 C -0.108
3 C -0.072
4 C -0.035
5 C 0.053
6 C -0.087


[7]
The following is a quantum chemistry calculation of a molecular structure, C10H8O5S5W, from OMol25.

```
29
C10H8O5S5W ωB97M-V/def2-TZVPD
W 0.1648 -0.1628 -0.4970
C -0.6340 -0.6128 2.8416
C -0.5747 -1.2482 1.4876
C -1.6613 -1.2481 0.5573
C -1.9436 -2.4603 -0.2316
C -0.8669 -3.0982 -0.6721
C 0.4014 -2.4341 -0.3275
C 0.5744 -1.8763 0.9789
H 0.3234 -0.1845 3.1321
H -0.9010 -1.3831 3.5693
H -1.3959 0.1628 2.8821
H -2.5060 -0.6216 0.8273
H -2.9641 -2.7684 -0.4079
H -0.8786 -4.0053 -1.2576
H 1.2992 -2.7572 -0.8372
H 1.5048 -1.8861 1.5327
O 0.7566 0.0263 -4.3270
S 0.5244 -0.0275 -2.9363
O 1.5835 -0.6923 -2.0578
O -0.7024 -0.7582 -2.4293
O 0.3998 1.2689 -2.1660
O 1.6843 6.1103 -0.5341
C 1.3813 4.9785 -0.3120
S -0.2975 4.3839 -0.3312
C 0.0722 2.7438 0.1157
C 1.3984 2.4214 0.2964
S 1.8947 0.8399 0.7530
S 2.5583 3.6954 0.0671
S -1.1955 1.5936 0.2835
```

- relative energy (zero: lowest compared OMol25 entry of this formula, charge and spin) (eV) = 1.796
- F_max (eV/A) = 0.19
- gap between HOMO and LUMO (alpha / beta) (eV) = 6.54 / 6.54

Atom charges from the Löwdin analysis, given in e for atoms 1 to 6:
1 W 1.232
2 C -0.046
3 C -0.422
4 C -0.226
5 C -0.088
6 C -0.084


[8]
The following is a quantum chemistry calculation of a molecular structure, C10H9AsF9N2O10S2V in a non-equilibrium geometry, from OMol25.

```
44
C10H9AsF9N2O10S2V ωB97M-V/def2-TZVPD
V 1.4761 -0.5307 -1.5513
C -4.6555 1.9447 3.1293
C -3.7227 1.0782 2.3259
C -2.9940 0.0556 2.9298
C -2.1029 -0.7123 2.2023
C -1.9684 -0.4576 0.8427
C -2.6841 0.5458 0.2112
C -3.5603 1.3053 0.9618
S -0.7497 -1.3974 0.0218
O -1.2372 -2.6999 -0.3098
O 0.4704 -1.2652 0.7881
N -0.3797 -0.6079 -1.4158
C -1.2041 -0.8894 -2.5711
C -0.2161 -1.3506 -3.6426
O -0.4994 -1.8527 -4.6728
O 1.0414 -1.0341 -3.2211
H -4.6895 1.6327 4.1719
H -5.6682 1.9051 2.7244
H -4.3301 2.9863 3.0960
H -3.1102 -0.1308 3.9901
H -1.5093 -1.4810 2.6811
H -2.5401 0.7576 -0.8402
H -4.1103 2.1084 0.4850
H -1.6788 0.0048 -2.9768
H -1.9404 -1.6657 -2.3857
O 3.4667 2.2817 -1.9764
N 3.7691 1.1437 -1.9631
O 4.7805 0.6040 -1.6613
O 2.7462 0.2503 -2.4977
F 1.2608 1.1466 -0.7791
As 1.3115 2.4558 0.8811
F 1.2589 1.0822 1.8866
F 2.9898 2.2446 0.7579
F 1.2839 3.5770 2.1335
F 1.3526 3.5960 -0.3721
F -0.3697 2.3091 0.6705
F 4.3692 -3.9779 -0.8550
C 4.3528 -2.6508 -0.8801
F 5.3981 -2.1618 -0.2376
F 4.3457 -2.2309 -2.1331
S 2.8176 -2.0924 0.0012
O 2.9157 -0.6226 0.0617
O 2.7156 -2.9210 1.1343
O 1.7979 -2.2829 -1.1453
```

- relative energy (zero: lowest compared OMol25 entry of this formula, charge and spin) (eV) = 1.252
- F_max (eV/A) = 2.07
- gap between HOMO and LUMO (eV) = 6.53

Atom charges from the Löwdin analysis, given in e for atoms 1 to 6:
1 V 1.162
2 C -0.040
3 C -0.249
4 C -0.014
5 C -0.032
6 C -0.284